Record 1
A 2-piece molecular cluster, C24H25N8O2S overall, computed with ωB97M-V/def2-TZVPD.

CARTESIAN COORDINATES (ANGSTROEM)
C 3.1599 2.2866 4.1225
N 3.1467 0.9689 3.4885
C 4.3667 0.4042 3.2000
S 5.7892 1.2765 3.3464
N 4.3053 -0.8981 2.7566
C 5.5595 -1.5494 2.4155
C 3.2060 -1.2684 1.9309
O 3.3420 -1.9248 0.9065
C 1.9064 -0.8411 2.4753
C 0.7630 -1.1364 1.7843
C -0.6248 -0.9913 2.2275
C -1.3856 0.0762 1.7334
C -2.6434 0.3911 2.2144
C -3.3572 -0.6055 2.9341
N -4.6928 -0.4446 3.1770
C -5.4229 0.6414 2.5508
C -4.6091 1.9242 2.5645
C -3.2410 1.7234 1.9125
C -5.5144 -1.5485 3.6283
C -4.7452 -2.4313 4.5938
C -3.4295 -2.8976 3.9765
C -2.6688 -1.7934 3.3147
C -1.3130 -1.9260 3.0364
C 1.9538 0.2009 3.5279
O 1.0328 0.4588 4.2899
H 2.1315 2.6235 4.2563
H 3.6858 2.2308 5.0829
H 3.7174 2.9787 3.4799
H 5.3709 -2.6212 2.3188
H 5.9543 -1.1554 1.4700
H 6.2694 -1.3389 3.2152
H 0.9182 -1.6041 0.8038
H -0.9258 0.7025 0.9759
H -5.6784 0.3822 1.5067
H -6.3620 0.7658 3.1018
H -5.1628 2.7085 2.0429
H -4.4634 2.2486 3.6002
H -2.5548 2.5154 2.2527
H -3.3059 1.8502 0.8215
H -6.4014 -1.1159 4.1093
H -5.8660 -2.1520 2.7693
H -4.5394 -1.8635 5.5072
H -5.3615 -3.2914 4.8646
H -2.8006 -3.3593 4.7436
H -3.6412 -3.6850 3.2346
H -0.7533 -2.7859 3.4069
N 3.3386 5.1495 -0.0648
C 3.4532 3.8196 0.1148
N 4.5842 3.1224 0.0106
C 4.5291 1.7963 0.2819
N 3.4470 1.0647 0.6053
C 2.3010 1.7172 0.7205
C 2.2668 3.1367 0.5130
N 1.1047 3.6384 0.9953
C 0.4294 2.5309 1.4291
N 1.0957 1.3561 1.2479
H 2.4142 5.5588 0.0181
H 4.0774 5.6648 -0.5183
H 5.4781 1.2521 0.2702
H -0.5553 2.5927 1.8888

Forces on the atoms, in the same order (eV/Å):
-0.080 0.147 -0.096
0.275 -0.138 0.864
-0.399 0.507 -0.058
-0.317 -0.581 0.237
0.328 -0.235 -0.708
0.179 -0.003 -0.131
-0.546 -0.261 -1.236
0.224 0.119 1.565
-0.498 -0.566 -0.278
1.632 -0.615 0.718
-1.645 0.205 0.144
0.464 -0.074 0.119
-0.284 -1.307 0.254
1.617 -0.279 -0.594
-1.302 0.414 0.803
0.299 -0.179 -0.155
0.094 0.075 0.067
-0.195 0.497 -0.504
0.209 0.044 -0.193
0.079 0.043 0.118
-0.121 -0.517 0.099
-0.168 0.952 -0.368
0.851 0.577 -0.416
-1.084 -0.229 0.525
1.091 0.011 -0.691
0.136 -0.152 -0.057
-0.191 0.066 -0.110
-0.279 -0.183 0.116
0.035 0.193 -0.023
-0.016 -0.157 0.195
-0.045 -0.135 -0.156
0.113 0.051 0.367
-0.145 -0.001 0.401
-0.027 0.032 0.056
0.101 0.039 -0.116
0.015 0.023 0.085
-0.100 -0.073 -0.043
-0.264 -0.231 -0.066
-0.071 0.011 0.156
0.104 -0.180 -0.043
0.020 0.037 0.096
-0.029 -0.010 -0.062
0.016 0.022 0.058
-0.068 -0.044 -0.026
0.022 0.118 0.142
-0.242 0.079 -0.001
0.583 1.203 -0.327
-1.602 -1.914 0.682
0.104 0.121 -0.206
-1.461 -0.268 0.051
2.121 -0.673 -0.561
-0.835 3.172 -0.049
0.655 -0.903 0.606
-1.529 -0.253 0.374
2.138 0.863 -1.338
-0.291 0.690 -0.120
0.386 -0.303 -0.062
-0.144 -0.111 0.167
-0.294 0.285 -0.110
0.383 -0.022 -0.163

Summary:
Kohn-Sham gap = 0.242 Ha
E_HOMO = -4.091 eV
total charge = -1


Record 2
A 2-piece molecular cluster, C24H25NO2 overall, computed with ωB97M-V/def2-TZVPD.

CARTESIAN COORDINATES (ANGSTROEM)
C -0.3899 -4.1191 2.8804
N -0.7339 -3.1597 1.8493
C 0.1634 -2.4162 1.1406
C -0.5181 -1.6453 0.1701
C 0.0502 -0.8449 -0.8407
C -0.5272 -0.8311 -2.1680
C -1.3629 -1.8705 -2.6636
C -2.0627 -1.7216 -3.8548
C -1.9110 -0.5602 -4.6245
C -0.9876 0.4116 -4.2221
C -0.2808 0.2548 -3.0393
C -1.9480 -1.9121 0.3803
C -3.1245 -1.4690 -0.2052
C -4.3432 -2.0544 0.1794
C -4.3935 -3.0616 1.1548
C -3.2184 -3.5015 1.7857
C -2.0299 -2.8945 1.4023
H -1.2989 -4.3968 3.4176
H 0.0598 -5.0270 2.4549
H 0.3332 -3.6728 3.5724
H 1.2302 -2.4983 1.3157
H 1.0894 -0.5329 -0.7208
H -1.4720 -2.7894 -2.0823
H -2.7407 -2.5151 -4.1777
H -2.4896 -0.4273 -5.5382
H -0.8107 1.3030 -4.8275
H 0.4497 1.0067 -2.7379
H -3.0843 -0.6791 -0.9549
H -5.2688 -1.7276 -0.2989
H -5.3543 -3.4961 1.4364
H -3.2131 -4.2775 2.5490
C 3.2647 4.5645 1.8059
C 2.8093 3.3027 1.0738
C 4.0417 2.5056 0.6326
C 1.8994 2.4596 1.9832
C 1.2016 1.2739 1.2665
O 1.1736 0.1731 1.8373
C 0.6761 1.5481 -0.0470
C 1.3744 2.5087 -0.8554
O 1.5839 2.4049 -2.0816
C 1.9638 3.7209 -0.1357
H 2.3988 5.1565 2.1300
H 3.8627 4.3077 2.6880
H 3.8728 5.1865 1.1364
H 3.7707 1.5551 0.1594
H 4.6221 3.1015 -0.0841
H 4.6719 2.2951 1.5067
H 2.4808 2.0692 2.8279
H 1.1134 3.1254 2.3794
H -0.3099 1.2069 -0.3533
H 1.1387 4.3539 0.2299
H 2.5775 4.3059 -0.8328

Forces on the atoms, in the same order (eV/Å):
0.268 -0.194 0.105
0.913 0.595 -0.650
-1.144 0.061 -0.090
-0.442 0.063 0.511
1.400 -1.354 0.203
-0.687 0.505 -1.408
0.056 0.278 0.547
0.172 0.091 -0.084
0.190 0.000 0.268
-0.121 -0.310 -0.237
-0.038 -0.114 0.431
0.411 -0.921 0.458
-0.733 0.028 0.046
0.444 0.264 -0.089
0.487 -0.124 0.223
-0.390 0.322 -0.148
0.037 0.326 -0.516
0.269 0.091 0.005
-0.196 0.223 0.018
-0.261 -0.078 -0.092
-0.252 0.124 0.044
-0.289 -0.448 -0.153
-0.041 0.341 -0.174
0.268 0.240 0.055
0.136 -0.046 0.216
-0.072 -0.315 0.144
-0.248 0.001 -0.019
-0.180 -0.276 0.129
0.306 -0.060 0.181
0.323 0.100 -0.117
-0.239 0.174 -0.195
-0.026 0.013 0.016
-0.303 -0.015 0.039
-0.039 0.125 0.062
0.254 -0.225 -0.122
0.409 0.337 0.449
-0.416 0.523 -0.149
-0.522 0.118 0.545
0.716 0.487 -1.194
-0.551 0.244 1.046
0.183 -0.106 0.066
0.174 -0.083 -0.026
-0.060 0.081 -0.097
-0.056 -0.073 0.167
0.044 0.133 0.037
-0.038 -0.199 0.118
-0.071 -0.030 -0.206
-0.201 -0.045 -0.092
0.104 -0.286 -0.063
0.145 -0.245 -0.025
0.133 -0.151 -0.170
-0.226 -0.187 -0.015

Summary:
Kohn-Sham gap = 0.205 Ha
E_HOMO = -6.944 eV


Record 3
C24H26BiN4S2Si as an isolated structure, computed with ωB97M-V/def2-TZVPD.

CARTESIAN COORDINATES (ANGSTROEM)
C -2.4828 1.1662 1.0754
C -1.7940 0.7741 2.2608
C -1.0353 1.8664 2.7318
H -1.8515 -0.1945 2.7397
C -1.2171 2.9409 1.8353
C -2.0935 2.5215 0.7688
H -2.6150 3.1871 0.0627
H -3.2082 0.5907 0.5045
H -0.4272 1.8768 3.6467
H -0.9365 3.9875 2.0264
Bi 0.1703 1.9910 -0.2279
C 0.2638 -0.0276 -0.3034
H -0.8912 -0.2794 -0.2423
H 0.7535 -0.6664 -1.0949
H 0.8459 -0.0650 0.7164
Si -0.2649 -2.9537 0.3921
C 0.5466 -3.6306 -1.1008
C -0.1644 -4.7537 -1.6380
H -1.1333 -5.0418 -1.2111
C 0.3695 -5.5680 -2.6352
H -0.2009 -6.3922 -2.9902
C 1.5783 -5.2051 -3.2298
H 1.9818 -5.8096 -4.0431
C 2.2700 -4.0749 -2.7741
H 3.1867 -3.7757 -3.2730
C 1.7733 -3.3111 -1.7094
H 2.3028 -2.3934 -1.4184
C 0.9351 -2.9420 1.8401
C 1.4852 -4.2221 2.0964
H 1.2927 -5.0503 1.4140
C 2.3128 -4.3737 3.2255
H 2.7185 -5.3411 3.4082
C 2.5696 -3.3149 4.0870
H 3.2458 -3.4249 4.9582
C 1.9850 -2.0642 3.8462
H 2.1950 -1.2135 4.5156
C 1.1464 -1.9182 2.7349
H 0.6820 -0.9538 2.6213
H -1.8517 -3.3150 0.6937
H -1.1741 -4.0777 0.7826
N 1.3949 5.1079 1.4548
C 0.6326 5.4208 0.3873
N 0.1338 4.5616 -0.4448
C -0.6791 5.1689 -1.3564
C -0.8362 6.5357 -1.2285
S 0.1379 7.0696 0.1172
C -1.2945 4.3067 -2.3050
C -2.1777 4.5839 -3.3118
S -2.6424 3.1173 -4.1120
C -1.6804 2.2164 -2.9715
N -1.0042 2.9569 -2.1173
N -1.6235 0.8776 -3.0323
H 1.7536 5.8948 1.9908
H 1.6649 4.1339 1.5684
H -1.4055 7.1349 -1.8935
H -2.4475 5.5613 -3.6447
H -2.1445 0.4717 -3.7879
H -1.0517 0.3319 -2.4054

Forces on the atoms, in the same order (eV/Å):
0.611 -0.139 1.154
-1.089 0.225 -1.239
0.159 0.519 -0.329
-0.035 0.035 -0.138
0.416 0.472 1.263
-0.008 -0.888 -0.601
0.395 -0.378 0.496
0.311 -0.002 0.154
-0.338 0.064 -0.568
0.044 -0.743 -0.233
0.490 5.169 0.786
-1.776 -4.480 -0.166
2.589 -0.398 0.535
-0.387 0.799 0.901
-1.253 -0.684 -1.718
-0.953 1.635 0.907
-0.691 -1.946 -1.475
0.607 -0.045 0.113
0.420 0.138 -0.129
0.135 1.532 0.209
-0.229 -0.629 -0.215
0.336 0.160 0.227
-0.041 0.218 0.226
-0.478 -0.277 -0.046
-0.064 -0.045 0.147
-0.465 0.445 0.015
-0.001 -0.556 0.073
-0.976 -1.611 -0.318
0.792 1.049 0.894
0.115 0.180 0.277
-0.717 0.109 -0.852
0.378 -0.536 0.254
0.246 0.703 0.408
-0.550 -0.102 -0.682
0.217 -0.393 -0.015
-0.230 -0.543 -0.400
0.686 0.598 0.914
-0.279 0.208 -0.247
1.155 1.727 -0.726
0.392 -2.515 0.668
0.052 0.237 -0.087
-0.257 0.648 0.098
0.169 1.035 0.055
0.046 2.570 0.537
0.897 -1.976 0.429
-0.409 -0.066 -0.572
-0.993 -0.580 -0.946
1.195 -0.671 0.802
0.168 0.068 0.512
0.273 0.294 -0.329
-0.544 -0.952 -0.762
-0.317 0.347 -0.222
0.169 -0.951 0.037
0.166 0.738 0.285
-0.237 0.716 -0.085
-0.325 0.204 -0.207
0.158 -0.653 0.178
-0.142 -0.081 -0.249

Summary:
Kohn-Sham gap = 0.216 Ha
E_HOMO = -9.173 eV
total charge = +1


Record 4
A 12-piece molecular cluster, C24H26BrCl33N3O7P overall, computed with ωB97M-V/def2-TZVPD.

CARTESIAN COORDINATES (ANGSTROEM)
C 1.5243 1.0791 2.6708
N 2.2943 2.1568 1.9851
C 3.6497 1.8659 1.5280
O 4.5839 1.4546 2.2436
C 3.5792 2.2611 -0.0123
C 4.5554 1.9940 -1.1840
C 5.8938 1.1911 -0.8690
C 6.8334 2.1163 0.0522
C 7.6709 3.1649 -0.8528
C 7.3928 4.6671 -0.3533
O 6.0237 5.0880 -0.6502
C 4.2199 2.4637 -2.6165
Br 5.4302 2.1021 -4.1669
C 2.8782 3.2262 -2.8941
O 2.6267 3.5875 -4.2512
N 3.4156 4.6476 -4.6419
O 2.8303 5.3023 -5.4401
C 1.8626 3.5349 -1.7333
P 0.2304 4.4199 -1.9889
N 0.4768 5.5952 -3.0666
O -0.4144 5.1818 -0.6191
O -0.8807 3.3459 -2.7647
C 2.2691 3.0270 -0.3388
C 1.5789 3.0548 1.0784
O 0.6282 3.6793 1.5913
H 2.1053 0.6807 3.5720
H 1.2599 0.2836 1.9015
H 0.5677 1.5521 3.0796
H 6.4694 0.9394 -1.8275
H 5.6500 0.1839 -0.3624
H 6.1830 2.7526 0.7494
H 7.5503 1.4630 0.6694
H 7.4270 3.1125 -1.9650
H 8.7870 2.9604 -0.6400
H 7.4848 4.6909 0.7954
H 8.1764 5.3945 -0.7637
H 5.7267 5.6935 0.0714
H 1.4672 5.6220 -3.3427
H -0.9709 4.4977 -0.1554
H -1.1314 2.6299 -2.1365
C -1.1741 -1.5286 4.0577
Cl -1.1990 -2.9726 5.0776
Cl -0.6345 -0.1216 4.9869
Cl -0.1339 -1.7813 2.6465
H -2.1858 -1.3395 3.7067
C -0.3226 -6.4213 3.3929
Cl 0.7798 -5.1091 2.9567
Cl -0.2888 -6.7082 5.1381
Cl -1.9688 -6.0537 2.8553
H 0.0077 -7.3280 2.8901
C -4.3887 0.6635 6.5116
Cl -3.9732 -0.5042 5.2478
Cl -5.1990 2.0723 5.8138
Cl -5.4060 -0.0921 7.7451
H -3.4672 0.9976 6.9847
C -3.0760 6.0835 -4.2077
Cl -2.0563 5.3277 -5.4399
Cl -2.4015 5.8204 -2.5932
Cl -3.2612 7.8144 -4.5295
H -4.0600 5.6209 -4.2473
C -4.5778 -7.2258 0.3452
Cl -4.1585 -8.3917 -0.9178
Cl -5.3864 -5.8153 -0.3548
Cl -5.6003 -7.9818 1.5752
H -3.6572 -6.8914 0.8211
C -1.7315 0.7623 0.3239
Cl -0.2273 0.6011 -0.5951
Cl -2.1430 2.4698 0.5481
Cl -3.0495 -0.0942 -0.4856
H -1.5828 0.3144 1.3050
C -9.7205 -8.1494 1.5109
Cl -9.0310 -9.7094 1.9825
Cl -10.5833 -7.4137 2.8708
Cl -8.4559 -7.0647 0.9181
H -10.4321 -8.3190 0.7053
C -11.7342 -10.5292 4.7858
Cl -13.4847 -10.7482 4.9228
Cl -10.9781 -10.5465 6.3854
Cl -11.0298 -11.7793 3.7514
H -11.5451 -9.5601 4.3282
C 11.2032 4.5754 1.6990
Cl 12.0326 3.7102 0.3975
Cl 11.0965 6.3021 1.3286
Cl 9.5914 3.8967 1.9675
H 11.7819 4.4562 2.6128
C -2.1514 3.7340 -9.2935
Cl -3.3953 2.4833 -9.1496
Cl -2.8810 5.2913 -9.7095
Cl -1.2230 3.8633 -7.7938
H -1.4714 3.4498 -10.0940
C -1.8716 -6.6440 -3.5904
Cl -0.5348 -7.2926 -4.5508
Cl -1.2933 -6.0932 -2.0116
Cl -2.6747 -5.3248 -4.4531
H -2.5964 -7.4399 -3.4304

Forces on the atoms, in the same order (eV/Å):
-0.484 0.528 0.627
1.488 -0.221 -1.273
0.127 -0.056 0.211
-3.149 1.031 -2.650
-0.569 1.559 -4.185
-1.384 0.465 -0.164
-0.120 0.318 0.066
-0.051 0.407 -0.553
0.060 0.685 1.073
0.205 -0.378 1.097
0.743 0.132 0.627
-2.782 0.876 2.656
-1.406 0.362 1.867
1.515 -1.373 2.513
-1.322 -1.673 2.782
-0.244 2.704 -1.491
1.271 -1.337 1.028
2.905 -2.416 1.587
-0.001 3.280 -3.866
0.655 -1.970 1.845
0.174 -3.593 -1.682
1.918 0.633 3.150
2.535 -1.228 -0.668
-1.535 0.525 1.834
2.404 -1.709 -2.563
-0.706 0.457 -1.547
0.468 0.883 1.226
1.345 -0.666 -0.684
-1.034 0.426 1.307
0.175 1.712 -0.620
0.949 -1.237 -0.832
-1.167 0.998 -0.908
0.403 -0.120 1.453
-1.685 0.412 -0.782
0.064 -0.103 -1.802
-1.160 -0.928 0.307
0.482 -0.764 -0.972
-0.706 0.029 0.193
0.727 0.974 0.028
0.022 0.329 -0.582
0.090 -0.167 0.205
-0.054 0.210 -0.119
-0.021 -0.152 -0.069
-0.270 -0.055 0.034
0.257 -0.033 0.012
0.145 0.016 0.038
-0.042 -0.275 -0.018
-0.018 0.002 -0.176
0.040 -0.018 0.024
-0.092 0.181 0.102
-0.099 0.135 0.100
-0.357 0.042 0.154
0.135 -0.131 0.062
0.158 0.062 -0.124
-0.158 -0.092 -0.122
0.240 -0.138 0.119
-0.527 0.371 0.494
-1.074 0.609 -0.162
-0.055 -0.086 0.015
0.200 0.121 -0.028
-0.019 -0.029 0.131
0.000 0.036 0.066
0.096 -0.048 0.034
0.725 -0.063 -0.027
-0.186 -0.083 -0.160
-0.145 -0.133 -0.017
-0.064 0.008 0.067
-0.169 -0.205 0.064
0.183 0.089 0.135
0.034 0.116 -0.181
0.140 0.030 -0.149
-0.017 0.236 -0.110
-0.007 -0.018 -0.074
-0.719 0.043 -0.052
0.123 0.022 0.190
0.011 -0.039 0.019
0.128 0.060 -0.036
-0.041 0.048 -0.143
-0.164 -0.007 0.158
-0.017 -0.204 0.082
0.028 0.024 -0.016
-0.060 0.051 0.129
0.014 -0.147 0.061
0.378 -0.048 0.229
-0.118 0.026 -0.192
0.042 0.054 0.073
0.101 0.056 -0.047
0.078 -0.126 0.001
0.204 -0.379 -0.670
-0.158 0.056 0.157
-0.010 0.021 -0.060
-0.130 0.015 0.094
-0.058 -0.046 -0.049
0.031 -0.142 0.096
0.137 0.172 0.001

Summary:
Kohn-Sham gap = 0.262 Ha
E_HOMO = -8.573 eV
SMILES = CN1C(=O)c2c(CCCCO)c(Br)c(ON=O)c(P(=N)(O)O)c2C1=O.ClC(Cl)Cl.ClC(Cl)Cl.ClC(Cl)Cl.ClC(Cl)Cl.ClC(Cl)Cl.ClC(Cl)Cl.ClC(Cl)Cl.ClC(Cl)Cl.ClC(Cl)Cl.ClC(Cl)Cl.ClC(Cl)Cl


no.,LUMO (eV),strongest force on any atom (eV/A)
1,2.50,3.28
2,-1.38,1.96
3,-3.29,5.25
4,-1.44,5.07